1.
Here is C27H25AuF15GeN2PS as an isolated structure from the Open Molecules 2025 dataset. Energies are from ωB97M-V/def2-TZVPD.

Each line ends with the Mulliken charge.
Cartesian coordinates (Å):
1 Au 1.15228 0.19643 0.21141  0.7897
2 C 5.96779 -0.90215 0.26860  -1.6634
3 C 4.62404 -0.40619 0.80815  0.7888
4 C 4.03634 -1.42662 1.79261  -1.0693
5 P 3.36258 0.09614 -0.44891  -0.4739
6 C 3.45515 -0.97023 -1.95455  0.7962
7 C 4.66210 -0.84953 -2.88533  -1.5084
8 C 3.19016 -2.42978 -1.56625  -1.4761
9 C 3.83355 1.81374 -0.95628  0.6884
10 C 5.32802 2.06742 -1.17408  -1.6370
11 C 3.29650 2.82898 0.06212  -1.3615
12 H 6.69518 -0.93211 1.08303  0.4519
13 H 6.37356 -0.26513 -0.51292  0.3062
14 H 5.87823 -1.91540 -0.12865  0.2880
15 H 4.79152 0.52376 1.36064  0.4502
16 H 3.90438 -2.40013 1.31361  0.2625
17 H 3.06185 -1.10094 2.16130  -0.0283
18 H 4.70645 -1.56003 2.64648  0.4767
19 H 2.57816 -0.61190 -2.49984  0.3594
20 H 5.59265 -1.14909 -2.40372  0.2209
21 H 4.77743 0.16068 -3.27670  0.3297
22 H 4.50799 -1.51118 -3.74233  0.4660
23 H 4.06413 -2.87589 -1.08660  0.2385
24 H 2.96668 -3.01605 -2.46012  0.4663
25 H 2.33864 -2.51758 -0.88792  0.2741
26 H 3.29151 1.95686 -1.89601  0.4010
27 H 5.88249 1.96522 -0.23681  0.2907
28 H 5.46652 3.09416 -1.52102  0.4783
29 H 5.77956 1.40590 -1.91064  0.3011
30 H 3.71099 2.64512 1.05898  0.2638
31 H 2.20919 2.80053 0.13298  0.2487
32 H 3.59044 3.83982 -0.23446  0.4537
33 N 0.17796 -1.29797 3.30390  -0.4176
34 N 0.56560 -0.03412 2.76759  -0.4341
35 H 0.17696 -1.29221 4.31658  0.1985
36 H 0.83433 -1.99628 2.98495  0.2060
37 H 1.28157 0.42235 3.31897  0.2240
38 H -0.24811 0.56679 2.75082  0.2275
39 F -3.74164 -2.65553 0.46159  -0.2949
40 C -3.48330 -1.97643 1.58412  0.7191
41 C -3.01440 -0.67055 1.55870  -0.1029
42 C -2.72361 -0.11101 2.79575  -0.0867
43 F -2.23106 1.13705 2.87929  -0.5603
44 C -2.91449 -0.77440 3.98651  0.1928
45 F -2.61350 -0.19707 5.15342  -0.3602
46 C -3.41257 -2.06013 3.96653  0.7518
47 F -3.60295 -2.71686 5.10562  -0.3198
48 C -3.69628 -2.66645 2.76258  0.1806
49 F -4.15869 -3.91647 2.74672  -0.3075
50 Ge -2.75381 0.44023 -0.06546  0.7098
51 S -0.85850 1.42765 -0.17314  -0.7412
52 C -4.04917 1.94225 -0.06114  -0.7420
53 C -4.85226 2.33802 0.99133  0.6213
54 F -4.92273 1.61006 2.11763  -0.2630
55 C -5.63336 3.47641 0.94211  0.0226
56 F -6.39112 3.83218 1.98041  -0.2949
57 C -5.63398 4.24886 -0.20065  0.7304
58 F -6.38867 5.34173 -0.26460  -0.3057
59 C -4.85963 3.87909 -1.28266  -0.0174
60 F -4.87409 4.61861 -2.39146  -0.2950
61 C -4.08611 2.73986 -1.19520  0.4777
62 F -3.36579 2.41240 -2.27673  -0.3130
63 C -3.38261 -0.64065 -1.58542  -0.1495
64 C -4.73362 -0.89107 -1.74280  0.5043
65 F -5.61303 -0.48152 -0.81671  -0.3906
66 C -5.23399 -1.59950 -2.81319  0.2216
67 F -6.54055 -1.83399 -2.93410  -0.3031
68 C -4.35917 -2.08065 -3.76814  0.7008
69 F -4.82435 -2.76667 -4.80729  -0.3060
70 C -3.00311 -1.86162 -3.63896  -0.0841
71 F -2.16521 -2.34163 -4.55996  -0.3048
72 C -2.53530 -1.14911 -2.55291  0.0063
73 F -1.21169 -0.97650 -2.46136  -0.1735

Calculated values
DFT total energy (Eh): -5603.47346
Kohn-Sham gap (eV): 8.44
Max |F| (eV Å⁻¹): 0.45
Multiplicity: 1
LUMO level (eV): 0.219

2.
Here is C27H25Cl2FN5O4SSc as an isolated structure from the Open Molecules 2025 dataset. Energies are from ωB97M-V/def2-TZVPD.

Each line ends with the natural charge from an NBO analysis.
Cartesian coordinates (Å):
1 Sc -1.34795 -0.27466 0.30407  1.7787
2 C 4.76093 4.01072 0.35977  -0.6346
3 C 4.99257 2.77131 -0.48073  -0.0224
4 C 6.23689 2.01048 -0.07295  -0.4103
5 C 6.46522 0.83218 -0.99844  -0.4282
6 C 5.24957 -0.05570 -1.03644  -0.0152
7 C 5.35354 -1.38853 -1.34414  -0.2077
8 C 4.22220 -2.20749 -1.36762  0.4166
9 F 4.38733 -3.49672 -1.67597  -0.2978
10 C 2.98015 -1.73666 -1.08164  -0.2507
11 C 2.84651 -0.37609 -0.75618  -0.1629
12 C 1.54500 0.15667 -0.45629  0.5829
13 O 0.52798 -0.63747 -0.40202  -0.7876
14 C 1.44998 1.51680 -0.17801  -0.3562
15 C 2.59891 2.28923 -0.14729  0.1835
16 N 3.80476 1.82334 -0.42172  -0.3066
17 C 3.96881 0.46196 -0.74061  0.2369
18 C 0.14689 2.16505 0.11167  0.7963
19 O 0.06535 3.20247 0.73405  -0.6104
20 O -0.90485 1.50911 -0.35425  -0.8171
21 H 5.69475 4.57095 0.38537  0.2530
22 H 4.49547 3.75129 1.38739  0.2255
23 H 4.00452 4.68034 -0.04819  0.2271
24 H 5.08342 3.05096 -1.53275  0.2178
25 H 6.13142 1.67843 0.96522  0.2177
26 H 7.08002 2.69907 -0.10847  0.2461
27 H 7.33113 0.24719 -0.69219  0.2462
28 H 6.67413 1.19772 -2.00861  0.2363
29 H 6.32117 -1.82039 -1.57299  0.2521
30 H 2.11103 -2.37732 -1.12154  0.2465
31 H 2.52135 3.33469 0.10905  0.2548
32 N -4.05547 -3.38360 -0.87064  -0.4816
33 C -4.89209 -2.34379 -1.29093  0.0873
34 C -6.19011 -2.35039 -1.78801  -0.2039
35 C -6.70727 -1.12207 -2.14081  -0.1792
36 C -5.95308 0.05924 -2.00809  -0.1889
37 C -4.66634 0.04508 -1.51354  -0.2374
38 C -4.14232 -1.18993 -1.14153  0.1599
39 N -2.87114 -1.53536 -0.64032  -0.6252
40 C -2.88752 -2.84965 -0.50084  0.4327
41 C -1.72174 -3.56779 0.00685  0.0410
42 C -1.40660 -4.88122 -0.08061  -0.3926
43 S 0.13200 -5.12920 0.60210  0.5713
44 C 0.26919 -3.46842 0.92775  -0.1270
45 N -0.76889 -2.76386 0.58487  -0.4741
46 H -4.28394 -4.36429 -0.84805  0.4410
47 H -6.76275 -3.26108 -1.90480  0.2414
48 H -7.71014 -1.06681 -2.54256  0.2417
49 H -6.39272 0.99716 -2.32049  0.2364
50 H -4.08640 0.95670 -1.44056  0.2285
51 H -1.96812 -5.69087 -0.52114  0.2688
52 H 1.15133 -3.04817 1.39279  0.2481
53 Cl -0.01595 -0.01233 2.65367  0.0448
54 C -1.17786 -0.78422 3.80771  -0.3586
55 Cl -2.46342 -1.66062 2.98103  0.0662
56 H -1.60345 0.01172 4.40240  0.2499
57 H -0.59654 -1.47507 4.40190  0.2500
58 C -4.92226 1.88682 1.74503  -0.7138
59 C -3.44905 1.89178 1.47836  0.7373
60 N -2.80601 3.03995 1.41240  -0.7410
61 O -2.83966 0.80511 1.30777  -0.7639
62 H -5.12947 2.36793 2.70215  0.2581
63 H -5.28564 0.86500 1.76398  0.2521
64 H -5.44200 2.44890 0.96750  0.2552
65 H -3.31933 3.89769 1.53677  0.4160
66 H -1.83347 3.08674 1.12033  0.4492

Calculated values
Charge: +2
DFT total energy (Eh): -3797.63494
Energy relative to the best compared isomer or geometry (same formula, charge and spin) (kJ/mol): 48.7
Kohn-Sham gap (eV): 8.47
Max |F| (eV Å⁻¹): 0.78
Multiplicity: 1
LUMO level (eV): -5.346

3.
Here is C27H25Cl2IN3O2S3Ti as an isolated structure in a non-equilibrium geometry from the Open Molecules 2025 dataset. Energies are from ωB97M-V/def2-TZVPD.

Each line ends with the natural charge from an NBO analysis.
Cartesian coordinates (Å):
1 Ti 0.74356 2.01789 -0.47105  1.1010
2 I 3.77163 1.96231 -0.49324  0.4003
3 C 3.72749 4.01822 -0.53616  -0.1590
4 C 4.87144 4.75390 -0.36051  -0.2068
5 C 4.75066 6.18852 -0.31176  -0.2048
6 C 3.57165 6.76437 -0.66508  -0.1653
7 C 2.42082 5.95551 -1.03534  -0.0744
8 C 1.17063 6.46380 -1.43174  -0.1067
9 C 0.02291 5.72699 -1.64312  -0.2236
10 C 0.11614 4.33953 -1.53120  -0.1506
11 C 1.35225 3.77155 -0.98860  -0.4332
12 C 2.41817 4.58387 -0.80067  -0.0105
13 H 5.82302 4.24398 -0.07211  0.2407
14 H 5.51986 6.90201 0.02633  0.2424
15 H 3.51188 7.86670 -0.82321  0.2323
16 H 1.13455 7.55916 -1.53880  0.2224
17 H -0.91300 6.15402 -1.99208  0.2398
18 H -0.68520 3.67121 -1.82332  0.2446
19 S -0.94094 0.92001 3.60019  0.0581
20 C -0.37805 1.50544 2.21846  -0.5192
21 S 1.32607 1.54265 1.73189  -0.1026
22 S -1.22464 2.13752 0.82866  -0.0775
23 N 0.84322 -1.89056 1.35651  -0.7515
24 C 1.54944 -2.94724 0.70952  -0.2353
25 C 3.03227 -2.70899 0.63942  -0.2252
26 N 3.26873 -1.41307 -0.02229  -0.8550
27 H -0.19384 -2.02806 1.39000  0.4869
28 H 0.98767 -0.94146 0.94241  0.4892
29 H 1.24190 -1.82210 2.30313  0.4297
30 H 1.20648 -3.19747 -0.26676  0.2302
31 H 1.38838 -3.84043 1.34222  0.2193
32 H 3.49790 -3.60757 0.17190  0.2036
33 H 3.33833 -2.47857 1.62405  0.1913
34 H 2.96070 -1.45169 -0.98555  0.3676
35 H 4.26108 -1.16439 0.00579  0.3761
36 Cl -1.54178 -2.89180 3.33140  0.0113
37 C -3.12611 -2.52753 2.73489  -0.0178
38 C -4.28961 -2.87511 3.43053  -0.2133
39 C -5.52044 -2.45675 2.95117  -0.1762
40 C -5.58094 -1.95598 1.66311  -0.2082
41 C -4.40337 -1.77524 0.89782  -0.0164
42 Cl -4.61170 -1.31557 -0.76897  0.0241
43 C -3.17795 -2.12894 1.41337  0.0490
44 N -2.00805 -1.81267 0.61219  -0.6710
45 C -1.60347 -2.72910 -0.40680  0.2546
46 C -1.58986 -4.11143 -0.12936  -0.2898
47 C -1.23311 -5.01933 -1.09350  -0.1798
48 C -0.88335 -4.55789 -2.33136  -0.2397
49 C -0.80776 -3.22687 -2.63606  -0.1609
50 C -1.09929 -2.24783 -1.65732  -0.1269
51 C -1.25791 -0.85787 -2.17515  -0.5426
52 C -0.23471 0.12271 -1.68882  0.8399
53 O -0.35903 1.35229 -1.99345  -0.6928
54 O 0.75288 -0.11182 -0.91392  -0.7070
55 H -4.19374 -3.40459 4.40718  0.2452
56 H -6.38881 -2.46850 3.64723  0.2458
57 H -6.52880 -1.68705 1.29252  0.2371
58 H -2.07943 -0.89908 0.21176  0.3984
59 H -1.96983 -4.52975 0.85133  0.2366
60 H -1.16955 -6.09316 -0.82214  0.2339
61 H -0.66124 -5.24596 -3.09436  0.2237
62 H -0.55736 -2.90780 -3.67463  0.2217
63 H -2.15333 -0.33162 -1.86160  0.2693
64 H -1.21548 -0.86332 -3.29497  0.2776

Calculated values
Charge: +1
DFT total energy (Eh): -4620.59450
Energy relative to the best compared isomer or geometry (same formula, charge and spin) (kJ/mol): 19.1
Kohn-Sham gap (eV): 7.39
Max |F| (eV Å⁻¹): 4.08
Multiplicity: 1
LUMO level (eV): -3.285